1.
This record from the OMol25 dataset describes C5H5B3Cl2O3Tm as an isolated structure in a non-equilibrium geometry. The level of theory is ωB97M-V with the def2-TZVPD basis set.

Each line ends with the Löwdin spin population.
CARTESIAN COORDINATES (ANGSTROEM)
C1 4.576 -0.542 -0.316  -0.002
C2 3.312 -0.855 -0.573  -0.002
B1 1.683 -0.617 -0.728  0.000
O1 1.186 0.396 -1.649  0.000
B2 0.826 1.492 -0.736  0.001
O2 0.396 1.075 0.586  0.007
B3 -0.159 -0.257 0.581  0.032
C3 -1.633 -0.541 1.215  0.377
Cl1 -1.711 -1.410 2.817  0.174
C4 -2.907 -0.153 0.625  0.203
C5 -2.993 0.589 -0.777  0.023
Cl2 -4.424 -0.531 1.511  0.156
O3 0.684 -1.328 0.031  0.006
H1 5.641 -0.296 0.065  0.000
H2 0.896 2.632 -1.017  0.000
H3 -2.127 1.292 -1.012  0.002
H4 -3.185 -0.206 -1.596  0.014
H5 -3.946 1.249 -0.746  0.004
Tm1 3.883 -1.989 1.720  1.004

Properties
Frontier orbital gap (alpha / beta) in eV: 7.63 / 7.56
Total charge: +3
HOMO energy (alpha / beta) in eV: -20.206 / -20.987
Spin multiplicity: 3
E_tot in hartree: -2498.28564

=====

2.
This record from the OMol25 dataset describes C19H16AuBrIN3O2 as an isolated structure in a non-equilibrium geometry. The level of theory is ωB97M-V with the def2-TZVPD basis set.

Each line ends with the Mulliken charge.
CARTESIAN COORDINATES (ANGSTROEM)
Au1 -0.786 1.108 -0.447  0.817
C1 3.298 -0.218 -2.613  -1.218
C2 2.953 -0.926 -1.359  0.749
N1 3.612 -1.964 -0.989  -0.496
C3 3.375 -2.695 0.079  -0.808
C4 2.279 -2.420 0.884  0.854
C5 2.125 -3.205 2.185  -1.086
O1 0.863 -3.801 2.315  -0.523
C6 1.463 -1.301 0.574  -0.385
C7 0.343 -1.030 1.421  -0.314
N2 -0.478 -0.028 1.417  -0.686
C8 -1.377 0.136 2.464  0.793
C9 -1.051 -0.343 3.750  0.131
C10 -1.919 -0.234 4.815  -0.911
C11 -3.139 0.405 4.657  -0.592
C12 -3.477 0.924 3.415  -0.654
C13 -2.604 0.800 2.350  0.022
I1 -3.280 1.608 0.476  0.208
C14 1.839 -0.442 -0.521  0.760
O2 1.293 0.640 -0.840  -0.844
H1 4.174 -0.686 -3.057  0.360
H2 3.493 0.835 -2.400  0.319
H3 2.477 -0.252 -3.330  0.301
H4 4.098 -3.463 0.313  0.412
H5 2.232 -2.490 3.013  0.330
H6 2.939 -3.932 2.255  0.464
H7 0.882 -4.722 2.024  0.334
H8 0.154 -1.837 2.129  1.479
H9 -0.084 -0.795 3.906  0.566
H10 -1.643 -0.650 5.772  0.418
H11 -3.820 0.512 5.488  0.430
H12 -4.429 1.416 3.284  0.366
Br1 -2.019 3.818 -6.647  -0.029
C15 -1.655 3.078 -4.947  0.278
C16 -2.067 1.784 -4.632  -0.543
C17 -1.777 1.286 -3.378  -0.187
N3 -1.115 1.993 -2.461  -0.239
C18 -0.719 3.230 -2.756  -0.176
C19 -0.965 3.813 -3.984  -0.549
H13 -2.598 1.177 -5.348  0.466
H14 -2.081 0.287 -3.100  0.464
H15 -0.184 3.769 -1.987  0.454
H16 -0.625 4.816 -4.189  0.464

Properties
Frontier orbital gap (alpha / beta) in eV: 4.34 / 4.33
Total charge: +2
Relative energy (zero: lowest compared OMol25 entry of this formula, charge and spin) in eV: 1.458
HOMO energy (alpha / beta) in eV: -14.256 / -14.253
Spin multiplicity: 1
E_tot in hartree: -4055.11026

=====

3.
This record from the OMol25 dataset describes C6H9N as an isolated structure. The level of theory is ωB97M-V with the def2-TZVPD basis set.

Each line ends with the Mulliken charge.
CARTESIAN COORDINATES (ANGSTROEM)
C1 2.003 -0.098 -0.088  -1.250
C2 0.548 0.249 -0.088  0.803
C3 -0.460 0.769 0.861  -0.321
C4 -1.104 1.377 -0.362  -0.376
N1 -0.263 0.495 -1.203  -0.713
C5 -1.090 -1.400 -0.445  -0.825
C6 -0.570 -0.739 0.704  -0.183
H1 2.606 0.768 -0.380  0.307
H2 2.201 -0.901 -0.806  0.306
H3 2.329 -0.427 0.903  0.302
H4 -0.327 1.172 1.863  0.410
H5 -2.185 1.303 -0.515  0.288
H6 -0.767 2.415 -0.478  0.277
H7 -0.491 -1.617 -1.314  0.256
H8 -1.929 -2.096 -0.311  0.271
H9 -0.501 -1.270 1.660  0.451

Properties
Frontier orbital gap in eV: 8.87
Relative energy (zero: lowest compared OMol25 entry of this formula, charge and spin) in eV: 5.397
HOMO energy in eV: -8.378
Spin multiplicity: 1
E_tot in hartree: -288.58370

=====

4.
This record from the OMol25 dataset describes a 2-piece molecular cluster, C18H23O2P overall. The level of theory is ωB97M-V with the def2-TZVPD basis set.

Each line ends with the Mulliken charge.
CARTESIAN COORDINATES (ANGSTROEM)
C1 1.793 3.231 -0.541  -1.560
C2 2.864 2.321 0.059  1.110
C3 4.244 2.712 -0.478  -1.682
C4 2.616 0.797 -0.112  -0.852
C5 1.397 0.333 -0.919  -1.068
P1 -0.185 0.377 0.050  -0.087
C6 -1.260 1.318 -1.125  -0.580
C7 -2.688 1.482 -0.663  0.507
C8 -2.998 1.802 0.663  -0.388
C9 -4.314 1.981 1.061  -0.533
C10 -5.346 1.848 0.147  -0.461
C11 -5.050 1.519 -1.171  -0.540
C12 -3.732 1.342 -1.570  -0.466
H1 2.142 4.267 -0.520  0.517
H2 0.868 3.198 0.038  0.244
H3 1.576 2.987 -1.582  0.289
H4 2.862 2.531 1.133  0.201
H5 5.003 1.982 -0.197  0.432
H6 4.225 2.794 -1.568  0.356
H7 4.552 3.680 -0.077  0.402
H8 3.501 0.352 -0.574  0.417
H9 2.538 0.347 0.880  0.223
H10 1.270 0.885 -1.852  0.567
H11 1.566 -0.707 -1.204  0.539
H12 -0.639 -0.920 -0.280  -0.043
H13 -1.247 0.879 -2.124  0.383
H14 -0.780 2.298 -1.206  0.284
H15 -2.200 1.912 1.388  0.358
H16 -4.528 2.236 2.093  0.371
H17 -6.373 1.994 0.454  0.364
H18 -5.850 1.412 -1.893  0.368
H19 -3.508 1.091 -2.601  0.324
O1 -0.653 -6.825 1.390  -0.545
C13 -0.061 -5.772 1.300  0.345
C14 0.622 -5.378 0.040  -0.397
C15 1.274 -4.223 -0.059  -0.276
C16 1.345 -3.279 1.085  0.350
O2 1.932 -2.223 0.993  -0.459
C17 0.660 -3.670 2.343  -0.303
C18 0.008 -4.825 2.442  -0.376
H20 0.554 -6.083 -0.778  0.402
H21 1.780 -3.913 -0.964  0.426
H22 0.723 -2.961 3.158  0.432
H23 -0.501 -5.133 3.346  0.401

Properties
Frontier orbital gap in eV: 7.15
SMILES: CC(C)CCPCc1ccccc1.O=C1C=CC(=O)C=C1
HOMO energy in eV: -8.712
Spin multiplicity: 1
E_tot in hartree: -1191.46754

=====

5.
This record from the OMol25 dataset describes a 2-piece molecular cluster, C4H8O2 overall in a non-equilibrium geometry. The level of theory is ωB97M-V with the def2-TZVPD basis set.

Each line ends with the Mulliken charge.
CARTESIAN COORDINATES (ANGSTROEM)
C1 -0.093 1.520 1.798  -0.795
C2 -1.399 1.342 1.660  0.133
O1 -1.913 0.114 1.979  -0.481
H1 0.283 2.501 1.522  0.230
H2 0.717 0.960 2.243  0.279
H3 -2.076 2.113 1.314  0.307
H4 -2.853 0.068 1.886  0.328
C3 1.482 -2.110 -1.920  -0.547
C4 1.174 -0.824 -2.044  -0.106
O2 -0.136 -0.348 -2.054  -0.475
H5 2.541 -2.286 -1.770  0.234
H6 0.765 -2.895 -1.730  0.277
H7 1.871 -0.047 -1.734  0.330
H8 -0.363 -0.108 -1.151  0.285

Properties
Frontier orbital gap in eV: 10.01
SMILES: C=CO.C=CO
Relative energy (zero: lowest compared OMol25 entry of this formula, charge and spin) in eV: 3.106
HOMO energy in eV: -9.346
Spin multiplicity: 1
E_tot in hartree: -307.59830

=====

6.
This record from the OMol25 dataset describes a 2-piece molecular cluster, C16H14ClF5NO6S overall in a non-equilibrium geometry. The level of theory is ωB97M-V with the def2-TZVPD basis set.

Each line ends with the Mulliken charge.
CARTESIAN COORDINATES (ANGSTROEM)
C1 0.710 -3.498 -1.701  0.062
C2 0.069 -2.489 -1.564  -1.323
C3 -0.757 -1.250 -1.293  0.596
C4 -1.692 -1.639 -0.078  -1.269
C5 -1.095 -1.266 1.314  0.219
C6 -1.380 0.241 1.687  -1.048
Cl1 0.622 -1.734 1.560  -0.181
O1 0.014 -0.109 -0.995  0.274
C7 1.122 0.067 -1.797  0.644
O2 1.139 -0.045 -2.986  -0.429
C8 2.435 0.515 -1.101  0.281
C9 2.464 1.830 -0.603  -0.556
C10 3.683 2.263 -0.005  -0.409
C11 4.766 1.342 0.027  -0.414
C12 4.535 0.059 -0.514  -0.193
N1 3.415 -0.382 -1.082  -0.427
S1 -1.882 -1.097 -2.783  1.446
O3 -1.254 -1.630 -3.971  -0.676
O4 -3.067 -1.898 -2.550  -0.729
C13 -2.454 0.644 -3.127  0.634
F1 -1.931 1.595 -2.324  -0.209
F2 -3.803 0.671 -2.964  -0.264
C14 -2.219 1.068 -4.629  0.539
F3 -2.732 2.312 -4.801  -0.270
F4 -0.918 1.141 -4.917  -0.173
F5 -2.851 0.258 -5.482  -0.225
H1 0.992 -4.535 -1.847  0.498
H2 -2.623 -1.038 -0.186  0.474
H3 -2.016 -2.690 -0.178  0.456
H4 -1.677 -1.848 2.060  0.448
H5 -1.678 0.248 2.755  0.274
H6 -2.263 0.619 1.126  0.281
H7 -0.467 0.832 1.507  0.187
H8 1.642 2.554 -0.644  0.366
H9 3.824 3.274 0.396  0.385
H10 5.742 1.618 0.448  0.349
H11 5.387 -0.647 -0.495  0.353
C15 -0.752 0.743 6.569  -0.931
C16 -0.252 0.527 5.130  0.669
O5 0.568 1.370 4.703  -0.733
O6 -0.729 -0.479 4.546  -0.727
H12 -0.300 1.631 7.016  0.298
H13 -1.837 0.869 6.570  0.227
H14 -0.498 -0.123 7.184  0.227

Properties
Frontier orbital gap in eV: 6.67
Total charge: -1
HOMO energy in eV: -4.384
Spin multiplicity: 1
E_tot in hartree: -2481.92893

=====

7.
This record from the OMol25 dataset describes a 2-piece molecular cluster, C6H9NO2 overall in a non-equilibrium geometry. The level of theory is ωB97M-V with the def2-TZVPD basis set.

Each line ends with the Mulliken charge.
CARTESIAN COORDINATES (ANGSTROEM)
C1 -1.603 0.178 -0.874  -1.336
C2 -0.466 -0.807 -0.805  0.114
C3 0.932 -0.434 -0.476  -0.158
O1 1.043 0.608 0.475  -0.476
C4 0.316 -0.146 1.468  -0.566
C5 0.148 -1.316 0.496  0.520
C6 0.363 -2.695 0.822  -0.105
N1 0.562 -3.813 1.063  -0.472
H1 -1.468 1.015 -0.177  0.287
H2 -1.666 0.597 -1.888  0.345
H3 -2.557 -0.319 -0.653  0.343
H4 -0.495 -1.605 -1.552  0.488
H5 1.802 -0.652 -1.095  0.326
H6 0.970 -0.381 2.315  0.350
H7 -0.589 0.365 1.824  0.258
O2 1.238 3.333 -0.308  -0.669
H8 1.082 2.439 0.043  0.450
H9 0.388 3.634 -0.680  0.301

Properties
Frontier orbital gap in eV: 10.88
SMILES: C[C@H]1[C@H]2OC[C@]21C#N.O
Relative energy (zero: lowest compared OMol25 entry of this formula, charge and spin) in eV: 2.725
HOMO energy in eV: -10.316
Spin multiplicity: 1
E_tot in hartree: -439.17621

=====

8.
This record from the OMol25 dataset describes a 8-piece molecular cluster, C45H75BN9O5P2 overall in a non-equilibrium geometry. The level of theory is ωB97M-V with the def2-TZVPD basis set.

Each line ends with the Mulliken charge.
CARTESIAN COORDINATES (ANGSTROEM)
C1 -1.180 -1.884 5.311  -0.900
C2 -1.154 -1.318 4.010  0.144
C3 -1.066 0.229 3.717  -2.069
P1 -2.779 1.100 3.279  0.401
N1 -2.510 0.871 1.522  0.047
C4 -1.789 2.759 3.339  -1.493
C5 -0.875 3.086 2.077  -0.470
C6 -1.610 3.961 0.935  -0.932
C7 -1.715 3.203 -0.465  0.858
C8 -0.920 3.969 -1.608  -1.179
C9 0.511 3.380 -1.946  -0.635
C10 0.592 1.808 -2.139  -0.505
C11 -0.624 1.125 -2.894  -0.546
C12 -0.890 -0.282 -2.149  0.399
C13 -1.997 -1.173 -2.867  -0.714
O1 -3.105 -0.352 -3.294  -0.362
C14 -4.247 -0.532 -2.442  -0.462
C15 -4.373 2.062 2.822  -0.038
C16 -5.212 2.667 3.992  0.092
C17 -6.490 1.959 4.665  -1.138
N2 -4.941 3.877 4.453  -0.714
B1 -3.117 1.119 5.196  1.865
O2 -2.688 2.108 6.137  -0.934
O3 -3.821 0.010 5.818  -0.753
P2 -3.809 -0.906 3.245  0.685
O4 -5.512 -0.769 3.369  -0.582
O5 -3.524 -1.747 1.769  -0.696
H1 -1.704 -2.871 5.470  0.102
H2 -0.765 -1.358 6.220  0.269
H3 -1.137 -2.086 3.171  0.055
H4 -0.293 0.375 2.896  0.276
H5 -0.596 0.687 4.657  0.674
H6 -1.790 0.189 1.294  -0.025
H7 -3.367 0.753 0.984  -0.047
H8 -1.067 2.785 4.228  0.405
H9 -2.458 3.672 3.508  0.726
H10 -0.292 2.218 1.655  -0.107
H11 -0.066 3.801 2.475  0.539
H12 -0.978 4.894 0.735  0.424
H13 -2.606 4.381 1.301  0.439
H14 -2.820 3.243 -0.762  0.257
H15 -1.445 2.112 -0.428  -0.750
H16 -0.818 5.088 -1.405  0.462
H17 -1.544 3.903 -2.560  0.304
H18 1.182 3.630 -1.050  0.213
H19 1.004 3.899 -2.837  0.289
H20 1.531 1.574 -2.749  0.481
H21 0.772 1.296 -1.133  0.139
H22 -1.603 1.678 -2.845  0.232
H23 -0.370 0.987 -3.989  0.535
H24 0.070 -0.829 -1.914  0.229
H25 -1.338 0.015 -1.138  -0.508
H26 -1.491 -1.686 -3.746  0.346
H27 -2.300 -1.978 -2.125  0.334
H28 -4.378 -1.586 -2.050  0.284
H29 -4.174 0.183 -1.562  0.072
H30 -5.216 -0.272 -2.985  0.263
H31 -5.100 1.502 2.135  0.534
H32 -4.045 2.946 2.175  0.003
H33 -6.949 1.333 3.829  0.154
H34 -7.271 2.720 4.953  0.549
H35 -6.180 1.274 5.504  0.148
H36 -5.613 4.063 5.210  0.265
H37 -2.894 3.014 5.852  0.317
H38 -3.529 -0.050 6.747  0.192
H39 -5.946 -0.790 2.488  0.259
H40 -3.096 -2.597 1.985  0.321
N3 2.214 0.028 4.130  0.076
C18 3.007 0.765 4.964  -0.404
C19 4.226 0.932 4.353  -0.715
C20 4.161 0.275 3.100  -0.465
C21 2.905 -0.270 2.990  -0.533
H41 1.263 -0.252 4.324  0.284
H42 2.638 1.105 5.919  0.405
H43 5.069 1.468 4.762  0.384
H44 4.945 0.210 2.360  0.434
H45 2.445 -0.845 2.201  0.495
N4 2.792 -2.816 -0.526  0.239
C22 1.690 -3.550 -0.184  -0.690
C23 1.734 -4.731 -0.884  -0.683
C24 2.910 -4.711 -1.674  -0.471
C25 3.545 -3.518 -1.430  -1.248
H46 3.016 -1.903 -0.168  0.197
H47 0.971 -3.170 0.525  0.662
H48 1.000 -5.521 -0.832  0.639
H49 3.254 -5.483 -2.346  0.468
H50 4.463 -3.108 -1.822  0.824
N5 2.968 6.737 -3.977  0.003
C26 3.425 6.908 -5.256  -0.611
C27 2.336 7.070 -6.076  0.070
C28 1.179 6.999 -5.260  -0.777
C29 1.601 6.795 -3.970  -0.510
H51 3.547 6.591 -3.168  0.215
H52 4.483 6.899 -5.471  0.371
H53 2.368 7.224 -7.144  0.376
H54 0.153 7.087 -5.582  0.392
H55 1.048 6.686 -3.050  0.472
N6 3.278 7.873 -10.247  0.002
C30 3.986 6.776 -9.835  -0.446
C31 3.865 5.807 -10.800  -0.452
C32 3.058 6.342 -11.836  -0.379
C33 2.713 7.619 -11.468  -0.503
H56 3.188 8.732 -9.732  0.216
H57 4.512 6.779 -8.894  0.416
H58 4.308 4.824 -10.766  0.397
H59 2.763 5.848 -12.748  0.382
H60 2.116 8.366 -11.967  0.368
N7 6.699 -3.992 -0.675  -0.003
C34 7.317 -2.774 -0.599  -0.295
C35 8.621 -2.935 -0.998  -0.601
C36 8.794 -4.301 -1.331  -0.395
C37 7.590 -4.928 -1.124  -0.541
H61 5.737 -4.172 -0.437  0.322
H62 6.778 -1.900 -0.268  0.396
H63 9.367 -2.156 -1.045  0.389
H64 9.699 -4.773 -1.684  0.380
H65 7.292 -5.956 -1.257  0.381
N8 -3.932 -4.790 6.470  0.084
C38 -4.428 -6.028 6.782  -0.532
C39 -5.323 -6.383 5.803  -0.486
C40 -5.363 -5.321 4.863  -0.565
C41 -4.492 -4.354 5.300  -0.312
H66 -3.259 -4.279 7.016  0.222
H67 -4.104 -6.546 7.671  0.386
H68 -5.885 -7.303 5.767  0.380
H69 -5.962 -5.271 3.967  0.409
H70 -4.224 -3.393 4.881  0.421
N9 1.601 -8.340 -0.759  0.015
C42 0.498 -9.074 -0.416  -0.387
C43 0.541 -10.255 -1.116  -0.476
C44 1.717 -10.234 -1.906  -0.454
C45 2.352 -9.042 -1.663  -0.435
H71 1.825 -7.426 -0.401  0.269
H72 -0.221 -8.694 0.292  0.365
H73 -0.191 -11.046 -1.064  0.383
H74 2.061 -11.006 -2.577  0.386
H75 3.270 -8.632 -2.054  0.374

Properties
Frontier orbital gap in eV: 5.09
Total charge: -1
HOMO energy in eV: -3.168
Spin multiplicity: 1
E_tot in hartree: -3336.09267

=====

> spin multiplicity of number 1 (C5H5B3Cl2O3Tm)?

3

=====

> What is the formula in the fourth record?

C18H23O2P